(1)
62
Properties=species:S:1:pos:R:3 method="wB97M-V/def2-TZVPD" relative_energy_kj_mol=0.0 s_squared=0.81 multiplicity=2 charge=-1 gap_ev="6.37 / 6.36" total_energy_ev=-228759.6371
Co 0.43635 -1.96191 1.65883
C -2.28641 -0.27713 2.06732
C -1.21254 0.14903 3.02645
C -1.45921 1.13194 4.01384
C -0.47620 1.47959 4.88891
C 0.79779 0.87274 4.79999
C 1.89763 1.13277 5.64948
Br 1.73418 2.37849 7.08286
C 3.08882 0.49482 5.45451
C 3.25754 -0.42094 4.40750
Br 4.94727 -1.22630 4.16322
C 2.23063 -0.75485 3.51932
O 2.32574 -1.56579 2.54589
C 0.97261 -0.06951 3.76914
N -0.03385 -0.41236 2.92869
H -3.27340 -0.18333 2.52025
H -2.13168 -1.31450 1.76933
H -2.26496 0.34610 1.16801
H -2.43860 1.59014 4.06923
H -0.65993 2.21705 5.65937
H 3.92217 0.69654 6.11382
C -3.73005 -1.37354 -4.18652
C -2.66432 -0.28704 -4.23723
C -3.31026 1.08339 -4.35952
C -2.25412 2.17211 -4.40730
C -1.39583 2.09349 -3.17597
C -0.79829 3.21085 -2.64703
C 0.00792 3.10852 -1.51568
F 0.57189 4.23593 -1.03855
C 0.23323 1.91597 -0.89879
C -0.37091 0.76601 -1.42016
C -0.11357 -0.52301 -0.75081
O 0.60879 -0.54084 0.25649
C -0.70304 -1.66969 -1.36140
C -1.48361 -1.49790 -2.45847
N -1.78980 -0.31585 -3.03743
C -1.19262 0.84470 -2.54767
C -0.51146 -3.10333 -0.86887
O -0.81362 -3.99050 -1.66351
O -0.08877 -3.25661 0.31880
H -4.45131 -1.18913 -4.98370
H -4.25674 -1.34966 -3.23086
H -3.33082 -2.37450 -4.33433
H -2.03068 -0.44914 -5.11650
H -3.96912 1.23938 -3.49937
H -3.92722 1.09538 -5.25856
H -2.70503 3.16203 -4.48508
H -1.63292 2.03216 -5.29829
H -0.94638 4.17981 -3.10867
H 0.86399 1.83090 -0.02334
H -1.88736 -2.39247 -2.90891
N -0.31330 -3.78261 3.99107
C -0.00604 -3.14962 3.07152
C 4.78987 -1.65256 -1.76334
Te 3.79888 -1.78858 0.14546
C 3.89554 0.31860 0.41913
H 4.34837 -0.84510 -2.34783
H 4.63766 -2.59122 -2.29567
H 5.85833 -1.47676 -1.64808
H 4.89227 0.62565 0.72700
H 3.17386 0.58028 1.19060
H 3.62262 0.80187 -0.51860

***

(2)
62
Properties=species:S:1:pos:R:3 method="wB97M-V/def2-TZVPD" relative_energy_kj_mol=0.0 multiplicity=1 charge=-1 gap_ev=7.10 total_energy_ev=-126001.4360
Cs 1.97151 -1.67926 -0.28459
C 0.03555 4.55280 0.11612
C 0.70142 3.45070 0.88619
C 0.56192 3.30454 2.26152
C 1.16776 2.24115 2.91615
C 1.90477 1.37787 2.12606
Br 2.81160 -0.08149 2.95550
N 2.05074 1.46186 0.82601
C 1.44276 2.48220 0.21836
H -0.39768 5.29534 0.78704
H -0.75881 4.11713 -0.49124
H 0.74207 5.05570 -0.54428
H -0.02438 4.02157 2.82487
H 1.08311 2.09301 3.98190
H 1.54201 2.52548 -0.85738
N 4.94400 -0.39620 -0.57216
C 5.27136 -1.75550 -0.36441
C 5.34561 -2.63126 -1.44340
C 5.57197 -3.98566 -1.23269
C 5.71746 -4.48031 0.05515
C 5.63850 -3.60718 1.13121
C 5.41272 -2.25353 0.92767
S 5.99269 -6.23356 0.34294
O 7.02551 -6.25669 1.36658
O 6.40711 -6.74195 -0.95512
O 4.69789 -6.71682 0.79528
H 5.22300 0.20391 0.18988
H 5.26967 -0.03561 -1.45669
H 5.23711 -2.24050 -2.45135
H 5.65382 -4.68047 -2.05787
H 5.77241 -4.00316 2.12946
H 5.35876 -1.56886 1.76815
O -0.80769 -2.67739 -0.36646
C -1.27797 -1.56122 -0.57476
N -2.65132 -1.33046 -0.66274
C -2.89612 0.09719 -0.67419
C -1.43625 0.61014 -0.87793
O -1.19244 1.79228 -1.07757
N -0.56748 -0.40855 -0.76703
C -3.75617 0.55279 -1.84191
C -4.08819 -0.31053 -2.87659
C -4.83793 0.13983 -3.95719
C -5.25599 1.45967 -4.01540
C -4.91834 2.32963 -2.98566
C -4.17562 1.87947 -1.90762
C -3.44381 0.56622 0.66916
C -4.79536 0.39186 0.95719
C -5.30446 0.72919 2.20140
C -4.46748 1.25424 3.17653
C -3.12222 1.43793 2.89644
C -2.61224 1.09714 1.65096
H -3.24453 -1.94185 -0.12350
H -3.75205 -1.33735 -2.83084
H -5.09321 -0.54525 -4.75588
H -5.83870 1.81151 -4.85740
H -5.23393 3.36485 -3.02511
H -3.90549 2.55923 -1.10950
H -5.45386 -0.00249 0.19174
H -6.35711 0.58514 2.40994
H -4.86304 1.51945 4.14875
H -2.46294 1.84900 3.65121
H -1.56202 1.25307 1.43911